13
Properties=species:S:1:pos:R:3:forces:R:3:mulliken_spin:R:1 method="wB97M-V/def2-TZVPD" total_energy_ev=-12992.760 spin_multiplicity=2 gap_ev="11.57 / 4.37" homo_ev="-20.362 / -19.726" s2=0.758 total_charge=+2
Tl -0.6236 -0.4737 0.1671 0.880 0.563 -0.340 0.48
O 0.9428 -2.1028 2.0042 -1.056 0.386 -0.608 0.12
H 0.5498 -2.1711 2.8744 -0.228 -0.018 0.588 0.00
H 1.8021 -2.5144 2.0960 0.647 -0.047 -0.125 0.00
O 2.0975 -1.4121 -0.6740 -0.880 0.836 -0.035 0.18
H 2.8698 -1.5815 -0.1344 0.368 -0.105 0.553 -0.01
H 2.2753 -1.8675 -1.4969 -0.060 -0.390 -0.630 -0.01
O -0.8927 2.4111 0.4035 -0.209 -1.131 0.159 0.08
H -0.8720 2.8547 1.2514 0.110 0.176 0.569 0.00
H -0.9653 3.1194 -0.2362 0.217 0.247 -0.582 0.00
O -2.2135 0.9581 -1.8929 0.106 -0.913 0.764 0.18
H -2.1883 1.1422 -2.8319 0.405 -0.027 -0.745 0.00
H -2.7817 1.6377 -1.5303 -0.299 0.425 0.432 -0.01

108
Properties=species:S:1:pos:R:3:forces:R:3:mulliken_charge:R:1 method="wB97M-V/def2-TZVPD" total_energy_ev=-115785.017 gap_ev=7.94 homo_ev=-10.121 total_charge=+1
N 3.1128 0.0257 0.3003 -0.487 0.584 1.017 0.16
H 2.1372 -0.0269 -0.0802 -0.582 -0.366 -1.044 0.01
H 3.8217 -0.0285 -0.4187 -0.010 -0.046 0.001 0.38
H 3.2519 -0.6413 1.0712 0.204 -0.211 -0.243 0.23
H 3.0956 0.9473 0.7492 0.459 -0.007 -0.214 0.40
N 1.4844 1.4245 -3.5625 0.828 1.227 1.122 -0.20
H 0.8522 1.1480 -2.7770 -0.436 -1.165 0.376 0.18
H 2.3371 0.8738 -3.5174 -0.364 -0.518 -0.468 0.39
H 1.7771 2.3533 -3.2185 -0.333 0.233 -0.275 0.30
H 1.0407 1.5378 -4.4660 -0.048 -0.352 0.003 0.39
C 0.0101 -0.9835 0.7772 -1.135 0.260 0.161 -0.66
C -0.4483 -0.5372 -0.6095 0.912 -0.903 0.094 1.88
C -1.7830 0.2206 -0.5387 -0.134 0.947 -0.124 -1.03
O 0.6836 0.0412 -1.1932 -0.111 1.200 -0.564 -1.08
H 0.2604 -0.0806 1.3422 0.116 -0.137 0.194 -0.27
H 0.8692 -1.6482 0.7117 -0.033 -0.044 0.047 -0.42
H -0.8189 -1.4868 1.2895 0.239 -0.117 0.248 0.60
H -0.6947 -1.4731 -1.1473 -0.071 -0.058 -0.158 -0.41
H -2.5162 -0.2608 0.1138 0.155 -0.299 -0.014 0.39
H -2.2792 0.3538 -1.5052 0.252 -0.217 -0.193 -0.13
H -1.7341 1.2464 -0.1521 0.475 -0.051 0.112 0.16
O 4.0928 -1.8551 2.3247 0.017 -0.140 0.159 -0.85
S 3.4622 -2.6925 3.3097 -1.003 -1.667 -0.592 1.08
O 3.3097 -2.2564 4.6661 0.120 0.073 -0.287 -0.60
O 2.0360 -3.0713 2.6351 1.331 0.813 0.839 -0.01
C 0.9170 -3.5999 3.4085 -0.800 0.645 -0.864 -0.21
C 0.3070 -2.5922 4.3729 0.322 0.987 -0.954 -0.83
C 4.2814 -4.3284 3.2398 -0.533 2.242 -0.351 -0.96
H 1.1513 -4.6098 3.7365 0.036 0.092 0.358 0.43
H 0.1967 -3.6283 2.5883 -0.074 -0.768 0.103 0.07
H 1.0365 -2.1214 5.0268 -0.329 -0.592 0.644 0.19
H -0.6412 -2.9220 4.7908 0.382 -0.415 0.543 0.47
H -0.0153 -1.7450 3.7545 0.110 -0.068 -0.139 0.10
H 4.0430 -4.6181 2.2208 0.163 -0.489 0.137 0.15
H 3.8750 -4.9514 4.0259 0.211 -0.172 -0.004 0.36
H 5.3219 -4.0205 3.3150 0.158 -0.615 0.275 0.46
O 1.2563 3.7448 -1.9753 1.270 -0.518 0.217 -0.71
S 1.7679 3.7340 -0.6189 -1.379 0.952 0.747 1.46
O 2.8015 2.8566 -0.1352 -0.222 0.475 -0.846 -0.80
O 2.2816 5.2340 -0.2832 -0.732 -1.641 -0.085 -0.40
C 1.3471 6.2657 -0.6619 0.130 1.859 -0.247 -0.26
C 1.6494 6.8095 -2.0619 -0.539 -0.878 0.421 -1.12
C 0.3299 3.5436 0.4358 0.218 0.189 0.395 0.13
H 1.5108 7.0854 0.0412 0.357 -0.263 0.196 0.44
H 0.2895 6.0379 -0.5175 0.134 -0.732 -0.189 0.25
H 1.2704 7.8270 -2.1268 0.194 0.062 -0.129 0.41
H 1.1405 6.1868 -2.7969 0.113 0.110 -0.150 0.15
H 2.7232 6.7413 -2.2190 0.019 0.340 -0.116 0.31
H 0.5260 4.2148 1.2717 -0.091 -0.352 0.194 0.02
H 0.2526 2.5018 0.7442 0.375 -0.010 0.032 -0.24
H -0.6264 3.8037 -0.0123 0.335 0.233 -0.541 0.20
O -5.3759 -3.3386 -0.5727 0.658 -0.221 -0.734 -0.67
S -4.2057 -4.0799 -0.9836 0.280 1.116 1.715 1.23
O -4.2313 -5.5062 -0.9409 0.232 0.322 -0.615 -0.62
O -3.7271 -3.6171 -2.4484 -0.117 -0.838 0.598 -0.34
C -3.8620 -2.2374 -2.8464 0.156 0.266 1.288 0.43
C -3.0735 -2.0610 -4.1089 -0.945 0.485 -1.075 -1.14
C -2.8040 -3.5182 0.0820 -0.426 -0.552 -1.175 -0.43
H -3.4208 -1.5877 -2.0801 -0.081 -0.250 0.170 -0.23
H -4.9294 -2.0163 -2.8641 0.072 0.101 -0.434 0.45
H -2.2755 -2.7932 -4.1838 0.125 0.130 0.039 0.36
H -2.7068 -1.0359 -4.1939 0.361 -0.121 0.276 0.11
H -3.7378 -2.1435 -4.9742 0.188 -0.447 -0.049 0.37
H -2.7307 -2.4361 0.1298 -0.274 0.015 -0.068 -0.07
H -1.9104 -3.9204 -0.3946 0.052 -0.044 0.153 -0.04
H -2.9357 -3.9553 1.0676 -0.207 -0.032 -0.043 0.56
O 0.5131 0.8128 4.4334 0.754 0.323 -0.377 -0.70
S 1.8693 1.0685 4.0252 1.391 0.717 0.578 1.25
O 2.4521 0.3952 2.8935 -0.798 0.593 0.101 -0.29
O 2.1176 2.6667 3.7584 -0.825 -1.435 -0.513 -0.22
C 1.4917 3.5698 4.6947 -0.414 0.413 0.019 -0.30
C 0.6117 4.6055 4.0143 0.199 0.285 -0.119 -1.39
C 3.0245 0.8550 5.4044 -0.169 -0.235 -1.133 -1.11
H 2.3259 4.0369 5.2176 -0.183 0.058 0.205 0.32
H 0.8317 3.0203 5.3670 0.376 -0.117 0.228 0.44
H 0.3846 5.3999 4.7275 -0.005 -0.105 0.128 0.46
H -0.3419 4.1955 3.6834 0.094 -0.163 -0.068 0.34
H 1.1058 5.1038 3.1781 0.119 -0.156 0.000 0.24
H 3.9645 0.4693 5.0133 -0.230 -0.237 -0.306 0.29
H 2.5692 0.0950 6.0318 0.142 0.454 0.604 0.35
H 3.2789 1.8537 5.7440 -0.545 -0.145 0.831 0.43
O -1.6083 4.5756 -2.2192 0.004 -0.881 -0.580 -0.59
S -1.9430 3.5865 -3.2115 -1.580 0.263 0.448 1.27
O -1.0042 2.5605 -3.6094 -0.480 0.669 0.007 -0.55
O -3.2824 2.8721 -2.6460 0.664 0.705 -0.375 -0.37
C -4.0382 2.0309 -3.5635 0.338 -0.453 -0.299 -0.07
C -5.2774 1.4978 -2.8867 -0.210 -0.107 1.806 -1.20
C -2.5239 4.4505 -4.6907 1.462 -0.815 -0.071 -1.26
H -3.3950 1.1914 -3.8309 0.087 0.023 -0.019 0.14
H -4.2287 2.5900 -4.4772 -0.267 0.060 0.067 0.53
H -6.2433 1.9785 -3.0290 0.186 0.085 -0.817 0.38
H -5.1780 1.6131 -1.7987 0.432 0.115 -0.076 0.33
H -5.3603 0.4141 -2.9557 -0.154 0.066 -0.586 0.16
H -1.6044 4.9590 -4.9901 -0.194 0.361 0.025 0.40
H -3.3534 5.1358 -4.5695 -0.023 -0.102 0.382 0.36
H -2.6713 3.7017 -5.4668 -0.331 0.030 0.062 0.45
C 1.3893 -4.3296 -0.8896 -0.189 0.192 0.134 -0.35
C 0.3154 -4.6891 -1.6974 0.722 -0.015 0.635 -0.67
C -0.1323 -6.0074 -1.6783 -0.589 1.047 -1.054 -0.14
C 0.4173 -6.9417 -0.8322 0.462 -0.165 0.046 -0.54
C 1.5003 -6.5814 -0.0332 -0.279 -0.076 -0.498 -0.51
C 1.9852 -5.2750 -0.0706 0.072 -0.601 0.365 0.02
H 1.7479 -3.3069 -0.8910 0.017 0.006 -0.016 0.39
H -0.1373 -3.9218 -2.3120 -0.102 -0.198 -0.202 0.45
H -0.8792 -6.1974 -2.4408 -0.271 -0.637 0.419 0.38
H 0.0839 -7.9708 -0.8223 -0.124 0.044 -0.092 0.42
H 1.9693 -7.3941 0.5064 0.175 0.340 0.378 0.40
H 2.8262 -5.0234 0.5632 0.012 0.149 -0.155 0.12

16
Properties=species:S:1:pos:R:3:forces:R:3:nbo_charge:R:1 method="wB97M-V/def2-TZVPD" total_energy_ev=-7392.287 smiles="CC1CC1.C=O" gap_ev=10.62 homo_ev=-9.670 total_charge=0
C 0.2483 1.4455 0.0426 -0.082 0.257 0.121 -0.61
C -0.1899 0.1223 -0.5047 -0.754 0.655 -0.628 -0.25
C -1.0322 -0.9280 0.1560 0.078 -0.252 0.152 -0.43
C -1.7130 0.1383 -0.6158 -0.291 0.038 -0.585 -0.42
H 1.2964 1.4921 0.2879 0.141 0.279 0.145 0.23
H -0.3682 1.7035 0.9093 0.193 0.094 -0.002 0.20
H 0.0146 2.1582 -0.7612 0.233 0.116 0.402 0.21
H 0.3921 -0.2265 -1.3777 -0.675 0.308 0.340 0.22
H -1.1478 -0.9083 1.2301 -0.060 -0.108 0.077 0.21
H -1.0172 -1.9003 -0.3146 0.181 -0.196 0.250 0.22
H -2.0573 -0.0107 -1.6226 -0.513 -0.544 -0.052 0.21
H -2.3340 0.8469 -0.0392 0.856 -0.125 -0.442 0.21
C 1.9597 -0.9712 0.6444 0.227 -0.872 0.365 0.29
O 2.6457 -0.0246 0.3959 0.478 -0.034 0.024 -0.52
H 1.9173 -1.8606 -0.0172 -0.073 0.183 -0.051 0.11
H 1.3853 -1.0766 1.5868 0.061 0.200 -0.115 0.11

56
Properties=species:S:1:pos:R:3:forces:R:3:nbo_charge:R:1 method="wB97M-V/def2-TZVPD" total_energy_ev=-58388.195 gap_ev=8.91 homo_ev=-12.063 total_charge=+1
Mg -0.0408 0.2413 -0.4542 0.648 -0.224 0.435 1.65
P 2.5059 -0.6711 -0.3887 -0.438 -0.267 -0.583 0.76
C 2.4624 -0.7679 -2.2182 0.289 0.304 -0.138 -0.80
C 1.1801 -1.3199 -2.7848 0.224 0.101 -0.404 0.27
N 0.0003 -0.8993 -2.2801 -0.038 0.055 -0.219 -0.65
C -1.1558 -1.2467 -2.8911 0.120 -0.532 -0.009 0.24
C -1.1680 -2.1483 -3.9565 -0.212 0.329 0.125 -0.25
C 0.0413 -2.6014 -4.4595 0.183 -0.292 -0.174 -0.11
C 1.2266 -2.1613 -3.8942 0.060 0.113 0.251 -0.25
C -2.4561 -0.6831 -2.3510 -0.084 -0.060 0.151 -0.75
P -2.2293 0.9440 -1.5180 0.047 -0.445 -0.306 0.73
H 2.2036 -2.4383 -4.2850 -0.310 -0.072 0.018 0.24
H -2.1187 -2.4782 -4.3827 0.350 0.200 0.127 0.24
H 0.0720 -3.3024 -5.2946 -0.086 0.228 0.193 0.24
H -3.1740 -0.5328 -3.1727 0.128 -0.380 0.283 0.25
H -2.8865 -1.3638 -1.5945 0.087 0.097 -0.402 0.26
H 2.5381 0.3121 -2.5125 0.135 -1.311 0.019 0.32
H 3.3378 -1.3422 -2.5534 -0.319 0.119 -0.160 0.24
H 1.1086 2.5194 -2.0250 0.913 -0.612 -1.060 0.51
O 1.6873 1.8762 -2.5526 -0.582 1.525 -0.024 -1.02
H 2.0196 2.3305 -3.3567 -0.466 -0.242 0.848 0.49
H -0.2770 3.0148 -0.2889 0.267 0.350 -0.731 0.52
O -0.0799 3.2946 -1.2181 -0.397 0.751 1.296 -0.97
H 0.0120 4.2705 -1.1797 -0.016 -0.765 0.015 0.51
C -2.4214 2.0335 -2.9552 -0.139 0.319 0.056 -0.93
H -3.4547 1.9066 -3.3091 0.312 0.169 -0.104 0.24
H -2.2430 3.0762 -2.6544 -0.066 -0.373 -0.295 0.26
H -1.7125 1.7314 -3.7408 -0.186 0.211 0.271 0.25
C -3.7676 1.1214 -0.5835 -0.100 0.269 0.057 -0.94
H -3.6624 2.0179 0.0406 -0.232 -0.246 -0.036 0.25
H -4.6155 1.2468 -1.2656 0.053 -0.057 0.206 0.24
H -3.9223 0.2425 0.0536 0.038 0.264 -0.064 0.26
C 2.5615 -2.4583 -0.0098 0.087 0.004 0.426 -0.93
H 3.5053 -2.8699 -0.4005 -0.333 -0.006 0.183 0.23
H 2.5115 -2.5811 1.0849 0.017 -0.208 -0.462 0.25
H 1.7106 -2.9730 -0.4827 0.246 0.183 0.279 0.24
C 4.2216 -0.1307 -0.1366 0.021 0.220 0.324 -0.93
H 4.3154 0.1585 0.9187 0.238 0.004 -0.322 0.25
H 4.9293 -0.9378 -0.3627 -0.158 0.195 0.014 0.24
H 4.4254 0.7356 -0.7799 -0.028 -0.169 0.276 0.25
O -0.3169 -0.8696 1.2537 -0.239 1.471 0.662 -0.81
C -0.3136 0.2385 1.9149 -0.022 0.176 -1.603 0.77
O -0.1544 1.3577 1.2688 -0.233 -1.226 0.662 -0.86
C -0.4823 0.2292 3.3877 -0.058 -0.239 0.623 -0.17
C -0.7500 1.3968 4.1248 0.109 -0.461 -0.107 -0.11
C -0.7889 1.3420 5.5139 0.176 -0.525 0.201 -0.19
C -0.5350 0.1162 6.1660 0.028 0.157 -2.352 0.06
C -0.3580 -1.0714 5.4327 -0.009 0.616 0.584 -0.18
C -0.3457 -1.0039 4.0436 -0.066 0.147 0.201 -0.16
N -0.3434 0.1325 7.5782 0.302 0.261 3.915 0.49
O -0.4413 1.2381 8.1610 0.132 -2.067 -1.251 -0.36
O -0.0677 -0.9235 8.1907 -0.589 1.832 -1.685 -0.35
H -0.9134 2.3359 3.6026 0.099 -0.176 0.117 0.23
H -0.9703 2.2287 6.1145 0.087 -0.197 -0.157 0.26
H -0.1988 -1.9997 5.9786 -0.023 0.215 -0.220 0.26
H -0.2108 -1.9138 3.4640 0.035 0.262 0.053 0.25